ORCA calculation (ωB97M-V/def2-TZVPD) on 21 unconnected molecules or ions with the total composition C6H52N2O23 at a distorted geometry.

XYZ file:
```
83
C6H52N2O23 ωB97M-V/def2-TZVPD
O -1.0688 0.1568 5.2162
O 1.1884 0.6272 -6.8208
O 3.3900 2.5964 3.7272
O -4.6555 -0.7526 -1.1849
O -3.6120 2.2414 3.8873
O -2.0870 0.0901 -1.6020
O -1.2374 4.4535 2.0789
O -0.2077 -3.0984 -0.9148
O -1.3534 1.6330 2.4862
O 2.3325 -3.6332 -0.2143
O 4.6047 0.0841 -0.9936
O -2.4835 2.8904 -1.6070
O 3.6669 -3.5213 -2.4551
O 0.1222 4.4167 4.4221
O 2.8189 2.0285 -4.5607
O -3.2092 -2.3215 2.5304
O 3.0239 -1.0492 0.9205
O 1.8915 -4.3942 -4.7958
O 2.1979 5.1414 2.8845
O -2.1370 0.3376 -4.7254
O -4.7213 -0.0189 2.8887
O -1.8467 -4.9970 -1.9611
O 1.9773 0.3147 3.2317
N -0.1612 -0.2995 -2.5468
N -1.1969 -0.0943 1.0819
C 0.4705 1.7841 1.0245
C 1.2268 -0.7264 -2.8029
C -0.5182 -0.8757 -0.0255
C -0.7467 1.0521 1.6001
C -0.9445 -0.3577 -1.4267
C -0.8813 -2.4008 0.1098
H 3.4996 2.8532 4.7624
H -2.6281 -2.4265 3.3607
H 4.6197 -3.3561 -2.2143
H 2.6411 1.8639 3.7036
H -0.7246 0.0641 4.2659
H -3.7233 -1.4426 2.5683
H -0.7209 -2.6833 1.1526
H 1.9444 2.5515 -4.3296
H -2.8420 -5.2448 -1.7830
H -1.3153 -5.8909 -1.8272
H -3.3201 3.0692 4.4954
H 2.4937 -4.3385 0.5368
H -2.7774 2.0858 3.2792
H 2.3454 -0.0463 2.3700
H 2.3539 -4.0879 -3.9286
H -0.6512 0.0517 -3.3994
H 1.3898 4.8480 3.4446
H -0.6348 4.6778 2.9017
H -2.5678 1.9206 -1.5738
H -1.1340 3.4263 2.0557
H 1.9208 -0.4554 -1.9717
H 1.4792 -5.3375 -4.5577
H -3.0480 0.5368 -4.2864
H -2.0664 -0.4283 1.3973
H 0.3561 1.2610 -6.9157
H -1.9215 -2.4765 -0.0711
H 0.0663 2.4078 0.2598
H -4.5005 -1.7542 -1.4611
H 1.2198 1.0670 0.6587
H 1.5695 -0.2044 -3.6863
H -5.4167 -0.2847 3.5962
H 5.4561 -0.4769 -1.0608
H -1.9584 1.0493 -5.4049
H 4.5582 0.6036 -1.8681
H 0.4917 5.0032 5.1786
H 1.2499 -1.8375 -2.9481
H 1.3436 -3.4830 -0.2746
H 3.6927 -0.6385 0.2318
H 0.5485 -0.7054 -0.0299
H 2.5001 1.3977 -5.2865
H -0.3773 3.6542 4.8593
H -0.7854 -3.4969 -1.5513
H -1.2309 1.2031 5.3097
H -3.7792 -0.3220 -1.4000
H -3.4664 3.2983 -1.6968
H 2.6795 -1.9030 0.5744
H 0.8748 -0.2889 -7.0957
H 0.9469 2.4164 1.7378
H 2.9466 4.4262 2.9653
H 1.5145 -0.4835 3.7236
H -4.2054 0.8067 3.2979
H 3.2497 -3.7571 -1.5170
```

Properties
Orbital gap = 9.12 eV
Relative energy (zero: lowest compared OMol25 entry of this formula, charge and spin) = 0.148 eV
Highest occupied orbital energy = -9.589 eV
LUMO energy = -0.47 eV

Here are the Mulliken charges for atoms 1 to 4, given in e: O -0.6564; O -0.6637; O -0.7115; O -0.6777